The following is a DFT calculation (ωB97M-V/def2-TZVPD) of an isolated molecule of C7H9F3N2 in a non-equilibrium geometry.

Each line ends with the Mulliken charge.
CARTESIAN COORDINATES (ANGSTROEM)
C: -0.98 -0.88 1.33  -0.55
C: -0.62 -2.01 0.83  -0.15
C: -0.76 -2.25 -0.55  -0.39
C: -0.66 -1.23 -1.43  -0.35
C: -0.34 0.21 -1.13  -0.19
C: 0.57 0.68 -0.32  -0.21
N: 0.59 1.99 0.23  0.08
N: -0.46 2.78 0.17  -0.82
C: 1.96 -0.01 -0.02  0.79
F: 2.99 0.70 -0.47  -0.30
F: 2.25 -0.03 1.30  -0.28
F: 2.02 -1.13 -0.61  -0.24
H: -0.94 -0.76 2.46  0.19
H: -1.59 -0.02 0.89  0.21
H: -0.20 -2.89 1.53  0.22
H: -1.24 -3.11 -0.87  0.52
H: -0.91 -1.22 -2.51  0.32
H: -1.19 0.85 -1.27  0.45
H: 1.48 2.49 0.43  0.24
H: -0.66 3.38 -0.66  0.21
H: -1.31 2.44 0.65  0.24

Output
SMILES: C=C/C=C\C=C(\NN)C(F)(F)F
E_LUMO (eV): 0.725
HOMO level (eV): -7.89
HOMO-LUMO gap (eV): 8.6
Total charge: 0
DFT total energy (a.u.): -681.09018
Relative energy (zero: lowest compared OMol25 entry of this formula, charge and spin) (kcal/mol): 76.8